Computed, not measured: C5H10N2O in the gas phase, with ωB97M-V/def2-TZVPD.

Each line ends with the Mulliken charge.
Element x y z (Å)
C (2.10, 1.37, 0.03)  -1.3011
C (1.41, 0.00, -0.10)  0.6863
C (2.02, -1.30, 0.06)  -0.9937
C (0.02, 0.14, -0.09)  -0.2274
C (-2.01, -0.84, 0.09)  -0.0356
H (1.48, 2.20, -0.09)  0.3993
H (2.54, 1.48, 1.04)  0.2594
H (2.66, 1.46, -0.83)  0.3680
H (1.17, -1.97, -0.04)  0.3734
H (2.45, -1.46, 1.11)  0.2090
H (2.95, -1.62, -0.59)  0.2492
H (-0.38, 1.22, -0.23)  -0.0457
H (-2.66, -1.71, 0.22)  0.4474
H (-2.30, 1.28, 0.37)  0.2393
H (-3.97, 0.11, -1.06)  0.3633
N (-0.77, -0.95, -0.13)  -0.3693
N (-2.67, 0.34, 0.25)  -0.1741
O (-4.04, 0.28, -0.01)  -0.4478

Results
- HOMO-LUMO gap (eV) = 8.34
- relative energy (zero: lowest compared OMol25 entry of this formula, charge and spin) (kcal/mol) = 102.5

=====

Computed, not measured: C5H10N2O2 in the gas phase, with ωB97M-V/def2-TZVPD.

Each line ends with the Mulliken charge.
Element x y z (Å)
C (-0.09, -0.28, -0.59)  0.7913
C (0.56, 0.27, -1.83)  -1.5401
C (-1.58, -0.45, -0.65)  -1.4248
N (0.60, -1.45, 0.04)  -0.5840
C (1.18, -0.38, 0.72)  0.4753
N (0.33, 0.04, 1.96)  -0.1340
C (-0.33, 1.27, 1.32)  -0.0753
O (2.30, 0.11, 0.70)  -0.6771
O (-1.48, 1.52, 1.54)  -0.4923
H (1.29, -1.90, -0.55)  0.3505
H (0.94, 0.23, 2.76)  0.3421
H (-0.39, -0.64, 2.20)  0.3770
H (0.45, 1.91, 0.90)  0.4462
H (0.06, 1.19, -2.14)  0.3598
H (0.48, -0.44, -2.67)  0.3367
H (1.61, 0.50, -1.68)  0.3867
H (-1.84, -1.19, -1.42)  0.4107
H (-2.00, -0.81, 0.29)  0.3035
H (-2.08, 0.49, -0.89)  0.3478

Results
- HOMO-LUMO gap (eV) = 8.29
- relative energy (zero: lowest compared OMol25 entry of this formula, charge and spin) (kcal/mol) = 90.6

=====

Computed, not measured: 2 unconnected molecules or ions with the total composition C5H10N2O2, with ωB97M-V/def2-TZVPD.

Each line ends with the Mulliken charge.
Element x y z (Å)
C (0.71, 0.96, -1.71)  -0.8937
N (0.32, -0.41, -1.44)  -0.0419
C (0.46, -0.83, 1.18)  -0.1790
C (1.53, -0.10, 1.55)  -0.7534
H (1.01, -1.14, -1.55)  0.2785
H (0.53, -1.91, 1.13)  0.3528
H (0.50, 1.55, -0.82)  0.1890
H (1.78, 0.99, -1.91)  0.3043
H (0.14, 1.39, -2.54)  0.3715
H (2.46, -0.60, 1.78)  0.2850
H (1.52, 0.98, 1.59)  0.1997
C (-1.01, -0.44, 1.56)  0.6590
N (-1.30, 0.89, 1.47)  -0.3469
C (-1.00, -0.83, -1.66)  -0.0145
O (-1.83, -1.26, 1.92)  -0.6173
O (-1.29, -2.00, -1.75)  -0.5592
H (-2.24, 1.16, 1.69)  0.2330
H (-0.58, 1.58, 1.28)  0.1508
H (-1.72, 0.01, -1.75)  0.3824

Results
- HOMO-LUMO gap (eV) = 9.88
- relative energy (zero: lowest compared OMol25 entry of this formula, charge and spin) (kcal/mol) = 46.0

=====

Computed, not measured: C5H10N2S in the gas phase, with ωB97M-V/def2-TZVPD.

Each line ends with the Mulliken charge.
Element x y z (Å)
C (1.38, -0.38, 0.34)  -1.8081
C (0.10, 0.27, -0.03)  1.1511
C (0.06, 1.66, 0.55)  -0.7152
C (-1.10, -0.67, -0.25)  -0.1420
C (-2.24, -0.81, 0.66)  -0.5475
H (1.96, -1.52, -1.40)  0.2410
H (2.85, 0.10, -1.26)  0.2779
H (1.24, -1.24, 0.91)  0.5612
H (1.93, 0.13, 0.95)  0.6149
H (-1.00, 1.90, 0.70)  0.2808
H (0.84, 2.06, 1.11)  0.3168
H (-0.37, 1.63, -1.51)  0.3185
H (-0.70, -1.60, -0.78)  0.4195
H (-2.18, -0.38, 1.75)  0.2265
H (-2.98, -1.69, 0.69)  0.2857
N (2.37, -0.88, -0.74)  -0.6180
N (0.37, 1.26, -0.88)  -0.6638
S (-2.54, 0.15, -0.83)  -0.1995

Results
- HOMO-LUMO gap (eV) = 9.82
- relative energy (zero: lowest compared OMol25 entry of this formula, charge and spin) (kcal/mol) = 97.2

=====

Computed, not measured: 2 unconnected molecules or ions with the total composition C5H10N2S2, with ωB97M-V/def2-TZVPD.

Each line ends with the Mulliken charge.
Element x y z (Å)
C (-0.49, 0.76, 1.77)  0.0667
C (0.39, -1.78, -0.35)  -0.5517
C (1.30, -0.70, 0.30)  -0.5777
C (-0.16, -0.90, -1.48)  -0.4216
C (0.62, 0.59, 0.02)  -0.5034
N (-0.34, 0.33, -0.85)  0.5811
N (-1.13, 1.31, -1.57)  -0.9525
S (-1.55, -0.49, 1.85)  -0.2721
S (-0.19, 2.00, 2.86)  -0.2067
H (0.99, -2.68, -0.90)  0.3106
H (-0.42, -2.19, 0.29)  0.1767
H (1.54, -0.94, 1.35)  0.3100
H (2.37, -0.81, -0.12)  0.3212
H (0.62, -0.83, -2.23)  0.3125
H (-1.18, -1.20, -1.84)  0.2668
H (1.19, 1.52, 0.16)  0.5274
H (-1.85, 1.74, -1.08)  0.2365
H (-0.48, 2.16, -1.82)  0.2513
H (-1.24, 2.09, 3.63)  0.1250

Results
- HOMO-LUMO gap (eV) = 7.77
- relative energy (zero: lowest compared OMol25 entry of this formula, charge and spin) (kcal/mol) = 92.2

=====

Computed, not measured: a gas-phase ion, C5H10N3 (charge +1), with ωB97M-V/def2-TZVPD.

Each line ends with the Mulliken charge.
Element x y z (Å)
C (2.16, -0.96, 0.28)  0.2121
C (3.07, -1.61, -0.22)  -0.3155
C (0.08, 0.15, -0.13)  -0.4975
C (-1.84, -1.35, -0.27)  -1.1681
C (-1.35, 0.04, 0.22)  -0.4627
N (0.90, -0.80, 0.52)  -0.1497
N (0.44, 1.53, 0.32)  0.0426
N (1.56, 2.03, -0.34)  -0.2699
H (0.22, 0.16, -1.19)  0.5715
H (-2.74, -1.68, 0.22)  0.3638
H (-1.11, -2.24, -0.31)  0.3243
H (-2.04, -1.47, -1.34)  0.3690
H (-1.46, 0.27, 1.33)  0.3724
H (-1.99, 0.73, -0.49)  0.3016
H (0.37, -1.29, 1.23)  0.3302
H (0.48, 1.56, 1.38)  0.3697
H (1.87, 2.94, 0.08)  0.3183
H (1.38, 1.99, -1.30)  0.2878

Results
- HOMO-LUMO gap (alpha / beta) (eV) = 6.31 / 8.11
- relative energy (zero: lowest compared OMol25 entry of this formula, charge and spin) (kcal/mol) = 203.3
- charge = +1